(1)
Computed, not measured: the ion C4H8N3 with charge +1, with ωB97M-V/def2-TZVPD.

```
15
Properties=species:S:1:pos:R:3:mulliken_charge:R:1
H -3.536 0.949 0.844 0.4012
H 1.359 0.587 1.196 0.2815
H 2.396 -0.524 0.247 0.3284
H 0.706 -0.893 -1.522 0.2860
H 1.116 0.839 -1.134 0.3548
N -1.499 -1.064 -0.284 0.1192
H -1.269 2.094 0.208 0.4398
C -1.573 1.117 -0.034 0.0906
C -2.784 0.523 0.257 -0.3869
N -0.789 0.101 -0.335 0.3618
H -1.246 -2.025 -0.126 0.3075
H 0.913 -1.279 1.215 0.3077
C 0.649 -0.004 -0.742 -0.4686
C 1.327 -0.368 0.536 -0.8776
N -2.679 -0.774 0.137 -0.5454
```

As for the orbital gap: 11.21 eV. As for the net charge: +1. The calculation puts the HOMO energy at -15.80 eV.

---

(2)
Computed, not measured: the ion C4H8N3 with charge +1, with ωB97M-V/def2-TZVPD.

```
15
Properties=species:S:1:pos:R:3:mulliken_charge:R:1
N 2.144 -1.308 0.071 -0.3747
H 1.397 1.643 0.694 0.3103
N -1.147 -0.208 -0.464 -0.5637
C -2.117 0.061 0.361 0.2538
C 1.273 -0.356 -0.175 0.6357
N 0.038 -0.477 -0.177 0.3191
C 1.905 1.113 -0.101 -0.9612
H -4.278 0.146 0.466 0.2560
C -3.346 -0.009 -0.132 -0.5111
H 3.068 -0.972 0.197 0.1774
H 1.950 -2.323 -0.096 0.2652
H -3.513 -0.237 -1.164 0.2884
H -2.113 0.381 1.500 0.2682
H 1.787 1.679 -1.041 0.3062
H 2.952 0.867 0.062 0.3304
```

As for the orbital gap: 8.11 eV. As for the net charge: +1. The calculation puts the HOMO energy at -13.88 eV.

---

(3)
Computed, not measured: a cluster of 2 separate species, C4H8N3 in total, with ωB97M-V/def2-TZVPD.

```
15
Properties=species:S:1:pos:R:3:mulliken_charge:R:1
N -0.089 -0.674 -0.142 0.7759
N 0.946 -1.197 -0.102 -0.5449
C -1.896 0.455 0.209 -0.3323
C -0.323 0.804 -0.030 -0.4302
H -1.893 -1.303 -0.965 0.3082
H -2.535 0.831 -0.597 0.2569
H 0.373 1.226 0.817 0.3344
H -1.760 -1.766 0.566 0.3851
N 2.634 0.263 -0.435 -0.2603
H 4.422 0.628 0.453 0.3153
H -2.226 0.712 1.224 0.2885
H -0.213 1.184 -1.045 0.3052
C -1.539 -1.018 -0.069 -0.5536
H 3.443 -0.566 1.222 0.2779
C 3.462 0.125 0.434 -0.1261
```

As for the orbital gap (spin up / spin down): 7.72 / 10.15 eV. As for the net charge: +1. The calculation puts the HOMO energy (spin up / spin down) at -13.94 / -15.06 eV.

---

So which one is most stable? That would be (1), about 84.2 kJ/mol below the next structure.

---

(1)
Computed, not measured: the ion C4H8N3 with charge +1, with ωB97M-V/def2-TZVPD.

```
15
Properties=species:S:1:pos:R:3:mulliken_charge:R:1
H 0.507 -1.632 2.434 0.3226
H -0.182 0.811 2.533 0.3894
H -1.452 -0.176 1.498 0.2362
C -0.066 0.571 -0.700 0.2083
N 0.412 -1.635 0.263 -0.4280
N -0.210 1.123 0.519 -0.1161
N 0.215 0.763 -1.848 -0.0839
C -0.197 0.568 -3.039 -0.1841
H 0.585 0.710 -3.709 0.2992
C -0.414 0.258 1.629 -0.4948
H 0.173 2.079 0.561 0.3064
H -1.229 0.473 -3.314 0.2957
H -0.395 -2.254 0.085 0.2747
C 0.592 -0.979 1.416 -0.3511
H 1.662 -0.682 1.670 0.3255
```

As for the orbital gap (spin up / spin down): 8.02 / 7.97 eV. As for the net charge: +1. The calculation puts the HOMO energy (spin up / spin down) at -13.60 / -14.12 eV.

---

(2)
Computed, not measured: the ion C4H8N3 with charge +1, with ωB97M-V/def2-TZVPD.

```
15
Properties=species:S:1:pos:R:3:mulliken_charge:R:1
N -1.742 -0.609 -0.181 -0.6441
C 0.255 -1.998 -0.118 -0.7179
C 1.565 1.017 0.161 -1.0908
H 2.342 0.730 -0.435 0.3731
C 0.183 0.714 -0.108 0.5094
H 1.144 -2.099 -0.875 0.2802
N -0.437 -0.776 -0.228 0.5871
H -0.870 2.358 0.049 0.1904
N -0.908 1.400 -0.116 -0.0422
H 1.725 0.501 1.223 0.3160
H 1.698 2.115 0.496 0.2984
H -0.522 -2.822 -0.369 0.2938
C -2.068 0.628 -0.100 -0.1849
H 0.599 -2.222 0.833 0.3695
H -2.964 1.064 -0.233 0.4622
```

As for the orbital gap: 10.29 eV. As for the net charge: +1. The calculation puts the HOMO energy at -14.37 eV.

---

So which one is most stable? That would be (2), about 358.4 kJ/mol below the next structure.